A:
Here is a molecular structure, C16H31IrNP2S from OMol25. Energies are from ωB97M-V/def2-TZVPD.

Structure (XYZ):
```
52
Properties=species:S:1:pos:R:3:mulliken_charge:R:1
P -0.065 -2.374 -4.733 1.03
P 0.346 1.175 -5.639 0.92
C -0.495 -1.425 -6.250 -0.97
C 0.449 -0.279 -6.644 -1.10
H -1.550 -1.103 -6.212 0.45
H -0.467 -2.185 -7.054 0.71
H 1.481 -0.632 -6.672 0.54
H 0.175 0.083 -7.649 0.52
C -1.078 1.987 -6.371 -1.57
H -1.372 2.922 -5.871 0.47
H -1.927 1.294 -6.463 0.42
H -0.709 2.226 -7.390 0.60
C 1.631 2.292 -6.203 -1.46
H 1.342 2.590 -7.218 0.46
H 2.612 1.815 -6.244 0.44
H 1.696 3.183 -5.572 0.42
C -1.396 -3.583 -4.475 -1.17
H -1.197 -4.010 -3.476 0.47
H -1.340 -4.318 -5.280 0.44
H -2.370 -3.071 -4.481 0.35
C 1.657 -2.856 -4.989 -1.37
H 2.174 -2.059 -5.528 0.33
H 1.607 -3.762 -5.589 0.43
H 2.091 -3.014 -3.983 0.46
Ir 0.400 -2.205 -2.725 0.12
C -0.133 2.861 -1.237 -0.55
C -1.409 2.690 -1.627 -0.52
C -2.019 2.478 -3.032 -0.03
C -2.082 0.956 -3.071 -1.08
C -0.787 0.535 -3.509 0.83
C 0.492 1.133 -3.913 1.84
C 1.262 2.248 -3.205 -1.38
C 1.112 2.129 -1.673 -0.56
C 0.982 -4.027 -2.001 -1.55
H 0.041 3.551 -0.405 0.45
H -2.214 3.068 -0.929 0.32
H -1.318 2.773 -3.835 -0.16
H -3.012 2.939 -3.226 0.48
H -2.185 0.635 -2.011 0.43
H -2.913 0.496 -3.644 0.42
H -0.566 -0.564 -3.262 -2.16
H 1.273 0.300 -4.043 0.12
H 1.048 3.270 -3.564 0.50
H 2.319 2.113 -3.465 0.57
H 1.123 1.064 -1.354 0.03
H 1.970 2.660 -1.235 0.49
H 1.882 -3.705 -1.447 0.44
H 1.254 -4.746 -2.804 0.44
H 0.244 -4.477 -1.304 0.43
S -0.240 -0.308 1.542 0.00
C -0.001 -1.143 0.205 0.61
N 0.181 -1.620 -0.885 -0.35
```

- Kohn-Sham gap (spin up / spin down) (Ha) = 0.270 / 0.172
- net charge = +2
- HOMO (spin up / spin down) (eV) = -12.7902 / -14.2522
- ⟨S²⟩ = 8.7898
- spin multiplicity = 6

---

B:
Here is a molecular structure, C16H31IrNP2S from OMol25. Energies are from ωB97M-V/def2-TZVPD.

Structure (XYZ):
```
52
Properties=species:S:1:pos:R:3:mulliken_charge:R:1
P 0.195 -1.393 -2.745 0.80
P 0.010 1.794 -2.633 0.79
C -0.202 -0.475 -4.319 -1.03
C 0.282 0.981 -4.290 -1.04
H -1.292 -0.499 -4.441 0.45
H 0.232 -1.013 -5.172 0.51
H 1.359 1.016 -4.493 0.46
H -0.216 1.573 -5.070 0.52
C -1.593 2.663 -2.982 -1.31
H -1.814 3.354 -2.162 0.40
H -2.409 1.934 -3.030 0.37
H -1.560 3.226 -3.923 0.42
C 1.163 3.234 -2.839 -1.32
H 0.992 3.768 -3.781 0.41
H 2.198 2.878 -2.815 0.40
H 1.028 3.931 -2.006 0.41
C -0.968 -2.824 -2.959 -1.28
H -0.769 -3.575 -2.188 0.41
H -0.867 -3.294 -3.946 0.41
H -1.998 -2.478 -2.834 0.38
C 1.769 -2.227 -3.270 -1.31
H 2.577 -1.491 -3.331 0.38
H 1.666 -2.726 -4.241 0.41
H 2.052 -2.970 -2.517 0.40
Ir 0.000 0.000 3.878 0.68
C 0.664 1.530 2.401 -0.61
C -0.723 1.464 2.324 -0.69
C -1.501 0.746 1.233 0.09
C -1.878 -0.708 1.606 -0.89
C -0.811 -1.443 2.387 -0.48
C 0.562 -1.368 2.175 -0.68
C 1.228 -0.585 1.056 0.28
C 1.645 0.846 1.475 -0.80
C 0.084 -1.467 5.346 -1.10
H 1.092 2.318 3.018 0.62
H -1.284 2.187 2.911 0.57
H -0.930 0.764 0.300 -0.49
H -2.424 1.303 1.038 0.58
H -2.780 -0.690 2.227 0.40
H -2.139 -1.270 0.697 0.33
H -1.176 -2.268 2.996 0.59
H 1.177 -2.122 2.660 0.47
H 0.566 -0.549 0.186 -0.66
H 2.124 -1.126 0.737 0.63
H 2.605 0.793 2.000 0.43
H 1.815 1.461 0.578 0.25
H 0.799 -1.202 6.132 0.32
H 0.359 -2.444 4.928 0.53
H -0.907 -1.555 5.811 0.32
S 0.000 0.000 8.813 -0.09
C 0.000 0.000 7.193 0.57
N 0.000 0.000 5.878 -0.24
```

- Kohn-Sham gap (spin up / spin down) (Ha) = 0.191 / 0.206
- net charge = +2
- HOMO (spin up / spin down) (eV) = -10.9781 / -14.8279
- ⟨S²⟩ = 8.7815
- spin multiplicity = 6

---

Most stable structure: A